Density functional theory data (ωB97M-V/def2-TZVPD) for a structure of composition C17H27AlF17IN3O3P2Si.

Last column: Löwdin charge in e.
Element x y z (Å)
C: -1.89987 -2.35289 -0.72165  -0.275
Si: -1.61326 -1.72309 1.03374  0.420
C: -2.98091 -2.48673 2.11076  -0.237
C: -1.94092 0.15102 1.03367  -0.229
Al: 0.61361 -2.55332 1.59722  0.119
P: 0.30701 -4.60211 2.81944  0.461
N: 1.60117 -5.26811 3.49234  -0.426
P: 1.65627 -3.10317 -0.52842  0.264
O: 3.04379 -2.18461 -0.61361  -0.539
I: 2.60179 -5.35186 -0.12087  0.279
C: 1.81079 -1.43700 2.86395  -0.441
F: 3.12117 -1.88381 2.88752  0.021
F: 1.33167 -1.59058 4.16295  0.010
C: 1.91623 0.10024 2.72389  -0.392
F: 0.69473 0.63427 2.97059  0.120
F: 2.80707 0.62728 3.61065  0.130
C: 2.38692 0.58240 1.32435  -0.342
F: 1.53247 0.10263 0.38939  0.099
F: 3.60739 0.08801 1.09563  0.158
C: 2.46671 2.14833 1.14305  -0.328
F: 1.91323 2.77115 2.19694  0.153
F: 3.75165 2.53190 1.05884  0.164
C: 1.74822 2.74956 -0.10765  -0.328
F: 1.85970 4.08661 0.02660  0.144
F: 0.44150 2.44941 -0.06214  0.146
C: 2.37271 2.33987 -1.49562  -0.331
F: 3.18421 1.29325 -1.33381  0.175
F: 3.10814 3.37996 -1.92891  0.159
C: 1.37479 2.03552 -2.66316  -0.336
F: 2.12091 2.04698 -3.78501  0.159
F: 0.49479 3.04524 -2.71840  0.169
C: 0.58859 0.68878 -2.70339  -0.555
F: -0.02874 0.61098 -3.88586  0.177
F: -0.33274 0.62658 -1.75264  0.182
F: 1.42070 -0.33458 -2.58945  0.177
H: -1.18883 -1.87220 -1.40671  -0.002
H: -2.92267 -2.18896 -1.07883  0.038
H: -1.70549 -3.43196 -0.76201  0.024
H: -3.24459 -1.82386 2.94180  0.018
H: -2.70030 -3.46565 2.51304  -0.004
H: -3.87737 -2.62779 1.49217  0.023
H: -2.61860 0.41095 0.20891  0.028
H: -1.04073 0.76418 0.95814  -0.021
H: -2.45016 0.43296 1.96483  0.023
H: -0.71655 -4.31870 3.76176  -0.068
H: -0.44071 -5.48750 1.98398  -0.076
H: 1.45219 -5.40679 4.48755  -0.085
H: 3.64272 -2.35060 0.12935  0.015
C: -2.73122 6.07791 2.78640  -0.362
O: -3.59653 5.76075 1.99424  0.012
N: -1.41032 5.88898 2.59634  -0.196
C: -0.42614 6.30301 3.57104  -0.062
C: -0.96090 5.24119 1.37432  -0.036
H: -2.96010 6.56507 3.75101  0.129
H: 0.26632 7.03174 3.14326  0.088
H: 0.15149 5.44909 3.93142  0.090
H: -0.93080 6.76221 4.41984  0.079
H: -1.28840 5.80123 0.49770  0.096
H: -1.37055 4.23333 1.30099  0.095
H: 0.12388 5.19095 1.38813  0.069
C: -1.59223 -3.80322 -3.62426  -0.361
O: -2.74020 -4.06141 -3.31956  0.008
N: -1.20641 -3.32285 -4.82766  -0.194
C: 0.17674 -3.00436 -5.10572  -0.059
C: -2.21678 -3.11259 -5.84486  -0.052
H: -0.75268 -3.91583 -2.91802  0.114
H: 0.29494 -1.94614 -5.35217  0.080
H: 0.55923 -3.59944 -5.93895  0.085
H: 0.77599 -3.21885 -4.22171  0.078
H: -2.97291 -2.40590 -5.49967  0.090
H: -2.72445 -4.04751 -6.08702  0.088
H: -1.73840 -2.71954 -6.73997  0.081

Atoms 1-6, force components in eV/Å:
C 0.094 -0.043 0.033
Si -0.101 0.168 0.023
C -0.109 -0.042 -0.141
C -0.227 0.072 0.096
Al 0.034 -0.299 0.104
P 0.617 -0.022 0.281

Values from the calculation:
**Total energy**: -4264.1703 a.u.
**Frontier orbital gap**: 6.686 eV
**Charge**: -1
**HOMO**: -4.467 eV
**Relative energy (zero: lowest compared OMol25 entry of this formula, charge and spin)**: 0.00 kcal per mole
**2S+1**: 1

Density functional theory data (ωB97M-V/def2-TZVPD) for a cluster of 3 separate species, C42H46N4O7P3 in total in a non-equilibrium geometry.

Last column: Löwdin charge in e.
Element x y z (Å)
C: 5.90294 -3.77126 0.62224  -0.165
C: 6.45971 -3.33479 -0.77335  -0.403
P: 4.96676 -2.95800 -1.86679  1.046
C: 5.63963 -2.12221 -3.41302  -0.399
C: 7.20258 -2.17015 -3.49620  -0.163
C: 3.84639 -1.80373 -0.91814  -0.290
N: 4.16904 -0.50192 -0.70541  0.115
C: 3.41047 0.39610 -0.02998  -0.248
C: 3.89666 1.85018 0.07899  -0.122
P: 4.44566 2.49242 -1.61058  0.492
O: 5.86272 2.84206 -1.56395  -0.249
O: 4.02996 1.47634 -2.82994  -0.131
O: 3.61761 3.89467 -1.89094  -0.124
C: 2.19203 -0.03399 0.55223  -0.286
P: 1.03061 1.00984 1.55454  0.963
C: 1.94372 2.19189 2.68318  -0.283
C: 0.24263 -0.23239 2.75254  -0.311
C: 1.80012 -1.41544 0.34984  0.006
C: 2.60879 -2.32275 -0.40768  -0.174
C: 2.11806 -3.75923 -0.62251  -0.102
C: 0.57457 -3.85468 -1.10011  -0.634
N: 0.40434 -5.04613 -1.95738  0.073
N: 0.13405 -2.69907 -1.88044  0.089
N: -0.23328 -4.06262 0.11170  0.072
H: 6.69305 -4.11034 1.31898  0.080
H: 5.31320 -2.94533 1.07244  0.059
H: 5.19114 -4.61882 0.47119  0.070
H: 7.11162 -2.44639 -0.62247  0.075
H: 7.09234 -4.11487 -1.24756  0.084
H: 5.24142 -1.08774 -3.51292  0.061
H: 5.26964 -2.71861 -4.27677  0.071
H: 7.68684 -1.52149 -2.73320  0.070
H: 7.59987 -3.19333 -3.31119  0.069
H: 7.54805 -1.82763 -4.49496  0.082
H: 5.05915 -0.18314 -1.09668  0.163
H: 3.12176 2.56246 0.41814  0.076
H: 4.81408 1.85345 0.70093  0.124
H: 3.05281 1.40438 -2.80559  0.091
H: 2.66348 3.67339 -1.90710  0.075
H: 3.03687 2.03370 2.74611  0.043
H: 1.46217 2.10521 3.68503  0.048
H: 1.71681 3.22960 2.34944  0.044
H: 0.11699 0.27523 3.70690  0.039
H: 1.04384 -0.99729 2.93109  0.086
H: -0.64785 -0.71042 2.32752  0.046
H: 0.84715 -1.79011 0.75341  0.093
H: 2.69525 -4.24923 -1.43691  0.061
H: 2.22064 -4.34406 0.31454  0.128
H: 1.17541 -5.69941 -1.81588  0.076
H: 0.41831 -4.76068 -2.93660  0.079
H: 0.86854 -2.30600 -2.46166  0.084
H: -0.31972 -1.98592 -1.31985  0.070
H: -0.78395 -3.23531 0.34165  0.062
H: -0.85042 -4.86151 -0.02016  0.084
C: -2.23477 0.00285 -5.82000  -0.057
C: -3.30764 0.43940 -6.59128  -0.047
C: -3.63106 1.78660 -6.63296  0.009
C: -2.89080 2.70237 -5.89447  -0.078
C: -1.82937 2.26209 -5.10179  -0.086
C: -1.49800 0.91105 -5.07683  -0.011
C: -1.05957 3.22086 -4.26890  -0.276
O: -0.12963 2.83495 -3.57951  0.061
C: -1.44765 4.65362 -4.28402  -0.086
C: -0.77495 5.55687 -3.46721  -0.007
C: -1.12083 6.89859 -3.48389  -0.052
C: -2.13534 7.34707 -4.32405  -0.045
C: -2.81290 6.45103 -5.13610  0.009
C: -2.47876 5.10210 -5.11226  -0.079
C: -3.23655 4.14666 -5.96160  -0.275
O: -4.12364 4.53579 -6.69142  0.120
H: -1.97785 -1.04929 -5.79569  0.107
H: -3.89037 -0.27310 -7.16196  0.112
H: -4.46321 2.12361 -7.23814  0.125
H: -0.66736 0.56696 -4.47379  0.108
H: 0.01713 5.21373 -2.81422  0.109
H: -0.59882 7.59883 -2.84326  0.110
H: -2.39990 8.39712 -4.34139  0.113
H: -3.60491 6.80280 -5.78511  0.125
C: -2.08584 -1.75000 4.19332  -0.059
C: -1.93558 -0.36472 4.19111  -0.099
C: -2.82803 0.42671 4.90453  0.015
C: -3.87398 -0.16002 5.60812  -0.078
C: -4.03430 -1.54559 5.58747  -0.077
C: -3.13129 -2.33844 4.88804  0.006
C: -5.17646 -2.18664 6.29437  -0.276
O: -5.31196 -3.39300 6.27833  0.111
C: -6.14868 -1.32163 7.01029  -0.084
C: -7.25291 -1.89821 7.62817  0.003
C: -8.15957 -1.10207 8.31028  -0.050
C: -7.96246 0.27377 8.38619  -0.050
C: -6.86664 0.85451 7.76763  0.002
C: -5.96183 0.06169 7.07019  -0.085
C: -4.81097 0.69936 6.38191  -0.277
O: -4.63718 1.89991 6.44222  0.108
H: -1.38596 -2.37429 3.64547  0.102
H: -1.08951 0.10493 3.61334  0.004
H: -2.71019 1.50380 4.90870  0.121
H: -3.24647 -3.41529 4.88203  0.123
H: -7.40861 -2.96837 7.57450  0.123
H: -9.02165 -1.55276 8.78648  0.111
H: -8.66827 0.89331 8.92572  0.111
H: -6.71910 1.92559 7.82480  0.122

Atoms 1-6, force components in eV/Å:
C -0.372 -0.487 -0.590
C -0.170 0.991 1.039
P 0.392 -1.272 -0.715
C 0.535 0.246 -0.052
C 0.096 0.300 0.300
C -0.326 -0.713 0.255

Values from the calculation:
**Total energy**: -3397.6421 a.u.
**Frontier orbital gap**: 6.956 eV
**Charge**: +1
**HOMO**: -11.193 eV
**2S+1**: 1

Density functional theory data (ωB97M-V/def2-TZVPD) for a structure of composition C17H14NPRhSSe2 in a non-equilibrium geometry.

Last column: Löwdin charge in e.
Element x y z (Å)
Rh: 0.35721 -1.11123 -1.43939  0.217
Se: 0.54181 -1.33513 0.93271  0.491
P: 0.43131 0.79747 0.04331  0.372
Se: 0.50461 1.13307 -2.23769  0.473
C: -1.08479 1.53857 0.73061  -0.401
C: -1.91449 2.31487 -0.06919  -0.107
C: -3.07379 2.85067 0.46201  -0.057
C: -3.39709 2.61897 1.79001  -0.051
C: -2.56939 1.83957 2.58581  -0.056
C: -1.41339 1.29347 2.06101  -0.110
C: 1.90941 1.59777 0.75331  -0.405
C: 2.21451 1.36197 2.09171  -0.118
C: 3.38001 1.87987 2.62341  -0.055
C: 4.23771 2.62837 1.82951  -0.050
C: 3.91691 2.88507 0.50571  -0.055
C: 2.75121 2.37257 -0.03459  -0.109
H: -1.66079 2.49207 -1.10669  0.059
H: -3.72799 3.43817 -0.16389  0.115
H: -4.29779 3.04087 2.20941  0.115
H: -2.82809 1.63957 3.61531  0.115
H: -0.78269 0.66207 2.67521  0.077
H: 1.55571 0.76217 2.70851  0.075
H: 3.62151 1.68037 3.65741  0.116
H: 5.15611 3.00997 2.24851  0.115
H: 4.57831 3.47317 -0.11149  0.115
H: 2.50511 2.57157 -1.06879  0.052
S: 1.77701 -2.82823 -2.37709  0.684
C: 0.23421 -3.63233 -2.45519  -0.756
C: 0.06881 -5.00533 -2.59369  -0.067
C: -1.22019 -5.50803 -2.56979  -0.031
C: -2.29819 -4.63503 -2.46389  -0.035
C: -2.04929 -3.27463 -2.36739  -0.107
N: -0.81269 -2.79383 -2.33769  -0.091
H: 0.93271 -5.64183 -2.68929  0.114
H: -1.38199 -6.57233 -2.64459  0.120
H: -3.31339 -4.99793 -2.46169  0.113
H: -2.84829 -2.54643 -2.33129  0.123

Atoms 1-6, force components in eV/Å:
Rh 0.274 -1.673 -0.823
Se -0.017 0.424 -0.456
P -0.001 1.082 0.702
Se 0.001 -0.065 0.646
C 0.262 -0.262 -0.368
C 0.134 -0.024 -0.150

Values from the calculation:
**Total energy**: -6363.6728 a.u.
**Frontier orbital gap (spin up / spin down)**: 7.948 / 5.402 eV
**Charge**: +1
**HOMO (spin up / spin down)**: -11.543 / -11.306 eV
**Relative energy (zero: lowest compared OMol25 entry of this formula, charge and spin)**: 14.49 kcal per mole
**Expectation value of S²**: 6.04
**2S+1**: 5

Question: Which of these has the highest total energy?
Answer: C42H46N4O7P3

Question: What is the 2S+1 in the second record?
Answer: 1